No. 1
The following is a DFT calculation (ωB97M-V/def2-TZVPD) of a 5-piece molecular cluster, C19H52FNO21P4S2 overall.

Output
Kohn-Sham gap = 8.38 eV
SMILES string = CC(C)[C@H](C)CON(C[SH](=O)=O)S(=O)(=O)F.COP(=O)(OC)OC.COP(=O)(OC)OC.COP(=O)(OC)OC.COP(=O)(OC)OC
Relative energy (zero: lowest compared OMol25 entry of this formula, charge and spin) = 138.70 kcal per mole
HOMO level = -9.7 eV
LUMO level = -0.048 hartree
Total charge = 0

Last columns: bonded neighbours and bond lengths (Å).
Positions of all 100 atoms, in Å:
1 C -2.22 6.22 0.31  C2 1.538, H17 1.096, H18 1.088, H19 1.090
2 C -2.81 4.93 -0.29  C1 1.538, C3 1.558, C4 1.565, H20 1.091
3 C -4.10 4.62 0.52  C2 1.558, H21 1.092, H22 1.090, H23 1.089
4 C -1.88 3.68 -0.16  C2 1.565, C5 1.539, C6 1.540, H24 1.088
5 C -0.41 4.01 0.12  C4 1.539, H25 1.092, H26 1.094, H27 1.087
6 C -1.91 2.91 -1.50  C4 1.540, O7 1.438, H28 1.097, H29 1.087
7 O -2.97 1.95 -1.64  C6 1.438, N8 1.405
8 N -2.98 1.08 -0.54  O7 1.405, C9 1.461, S13 1.678
9 C -1.94 0.05 -0.62  N8 1.461, S10 1.823, H30 1.087, H31 1.094
10 S -1.31 -0.25 1.06  C9 1.823, O11 1.429, O12 1.429, H32 1.363
11 O -0.02 -0.86 0.95  S10 1.429
12 O -1.33 0.98 1.79  S10 1.429
13 S -4.53 0.44 -0.42  N8 1.678, O14 1.407, O15 1.413, F16 1.579
14 O -5.44 1.29 -1.08  S13 1.407
15 O -4.86 0.21 0.93  S13 1.413
16 F -4.56 -0.95 -1.16  S13 1.579
17 H -2.87 7.05 -0.02  C1 1.096
18 H -1.23 6.47 -0.04  C1 1.088
19 H -2.29 6.24 1.40  C1 1.090
20 H -3.09 5.16 -1.32  C2 1.091
21 H -3.93 4.89 1.56  C3 1.092
22 H -4.91 5.26 0.14  C3 1.090
23 H -4.35 3.56 0.49  C3 1.089
24 H -2.24 3.10 0.68  C4 1.088
25 H 0.25 3.16 -0.05  C5 1.092
26 H -0.07 4.79 -0.57  C5 1.094
27 H -0.23 4.36 1.14  C5 1.087
28 H -0.93 2.45 -1.65  C6 1.097
29 H -2.05 3.61 -2.32  C6 1.087
30 H -1.06 0.35 -1.19  C9 1.087
31 H -2.27 -0.92 -1.00  C9 1.094
32 H -2.17 -1.11 1.68  S10 1.363
33 C 4.86 2.27 1.47  O34 1.431, H41 1.090, H42 1.087, H43 1.089
34 O 3.95 1.55 2.31  C33 1.431, P35 1.652
35 P 2.84 2.49 3.10  O34 1.652, O36 1.490, O37 1.629, O39 1.676
36 O 2.54 3.50 2.05  P35 1.490
37 O 3.89 3.02 4.23  P35 1.629, C38 1.434
38 C 5.02 2.26 4.65  O37 1.434, H44 1.089, H45 1.087, H46 1.089
39 O 1.54 2.83 4.10  P35 1.676, C40 1.448
40 C 0.55 1.80 4.30  O39 1.448, H47 1.092, H48 1.088, H49 1.087
41 H 5.67 1.58 1.23  C33 1.090
42 H 4.37 2.55 0.54  C33 1.087
43 H 5.25 3.15 1.96  C33 1.089
44 H 5.90 2.55 4.07  C38 1.089
45 H 4.87 1.19 4.55  C38 1.087
46 H 5.22 2.49 5.70  C38 1.089
47 H 1.00 0.92 4.77  C40 1.092
48 H 0.11 1.52 3.34  C40 1.088
49 H -0.23 2.19 4.95  C40 1.087
50 C -4.41 -3.20 -2.76  O51 1.430, H58 1.082, H59 1.088, H60 1.090
51 O -5.15 -4.12 -3.57  C50 1.430, P52 1.648
52 P -4.28 -5.41 -4.13  O51 1.648, O53 1.482, O54 1.635, O56 1.672
53 O -3.38 -5.73 -2.99  P52 1.482
54 O -3.55 -4.53 -5.30  P52 1.635, C55 1.430
55 C -4.12 -3.35 -5.87  O54 1.430, H61 1.090, H62 1.086, H63 1.088
56 O -4.10 -6.78 -5.06  P52 1.672, C57 1.444
57 C -5.25 -7.62 -5.26  O56 1.444, H64 1.091, H65 1.092, H66 1.087
58 H -5.01 -2.30 -2.69  C50 1.082
59 H -4.28 -3.61 -1.76  C50 1.088
60 H -3.44 -2.97 -3.20  C50 1.090
61 H -3.75 -2.47 -5.35  C55 1.090
62 H -5.20 -3.36 -5.84  C55 1.086
63 H -3.79 -3.29 -6.91  C55 1.088
64 H -6.04 -7.08 -5.78  C57 1.091
65 H -5.63 -7.99 -4.30  C57 1.092
66 H -4.95 -8.47 -5.86  C57 1.087
67 C 7.43 7.51 7.92  O68 1.429, H75 1.090, H76 1.087, H77 1.089
68 O 6.06 7.26 7.63  C67 1.429, P69 1.647
69 P 5.75 6.75 6.09  O68 1.647, O70 1.483, O71 1.634, O73 1.658
70 O 6.89 5.85 5.80  P69 1.483
71 O 5.91 8.23 5.41  P69 1.634, C72 1.428
72 C 5.70 9.44 6.13  O71 1.428, H78 1.091, H79 1.087, H80 1.089
73 O 4.67 6.29 4.92  P69 1.658, C74 1.448
74 C 3.43 5.68 5.35  O73 1.448, H81 1.093, H82 1.089, H83 1.085
75 H 7.45 8.08 8.85  C67 1.090
76 H 7.95 6.56 8.08  C67 1.087
77 H 7.92 8.07 7.13  C67 1.089
78 H 6.66 9.81 6.52  C72 1.091
79 H 5.01 9.33 6.96  C72 1.087
80 H 5.32 10.19 5.43  C72 1.089
81 H 2.85 6.37 5.96  C74 1.093
82 H 3.64 4.77 5.91  C74 1.089
83 H 2.86 5.41 4.46  C74 1.085
84 C 0.66 -10.45 -7.33  O85 1.429, H92 1.090, H93 1.087, H94 1.089
85 O -0.21 -9.83 -6.38  C84 1.429, P86 1.648
86 P 0.49 -9.47 -4.93  O85 1.648, O87 1.480, O88 1.636, O90 1.660
87 O 1.85 -9.03 -5.30  P86 1.480
88 O 0.44 -11.01 -4.37  P86 1.636, C89 1.427
89 C -0.50 -11.98 -4.83  O88 1.427, H95 1.091, H96 1.087, H97 1.089
90 O 0.36 -8.88 -3.38  P86 1.660, C91 1.449
91 C -0.63 -7.86 -3.14  O90 1.449, H98 1.090, H99 1.091, H100 1.086
92 H 0.02 -10.86 -8.11  C84 1.090
93 H 1.32 -9.70 -7.77  C84 1.087
94 H 1.25 -11.24 -6.88  C84 1.089
95 H -0.05 -12.57 -5.64  C89 1.091
96 H -1.42 -11.54 -5.18  C89 1.087
97 H -0.72 -12.66 -4.01  C89 1.089
98 H -1.64 -8.24 -3.33  C91 1.090
99 H -0.45 -6.98 -3.76  C91 1.091
100 H -0.57 -7.56 -2.09  C91 1.086

These are the Mulliken partial charges, in e, on atoms 1 to 99:
1 C -1.691
2 C 0.460
3 C -1.371
4 C 1.550
5 C -2.248
6 C -1.295
7 O -0.330
8 N 0.424
9 C -0.563
10 S 0.961
11 O -0.671
12 O -0.596
13 S 0.897
14 O -0.583
15 O -0.593
16 F 0.045
17 H 0.461
18 H 0.355
19 H 0.367
20 H 0.443
21 H 0.379
22 H 0.406
23 H 0.121
24 H 0.308
25 H 0.463
26 H 0.349
27 H 0.400
28 H 0.308
29 H 0.486
30 H 0.430
31 H 0.110
32 H 0.161
33 C -0.603
34 O -0.456
35 P 1.046
36 O -0.692
37 O -0.040
38 C -0.804
39 O -0.290
40 C -0.588
41 H 0.235
42 H 0.206
43 H 0.326
44 H 0.294
45 H 0.364
46 H 0.275
47 H 0.361
48 H 0.218
49 H 0.257
50 C -0.834
51 O -0.420
52 P 1.043
53 O -0.657
54 O -0.314
55 C -0.660
56 O -0.140
57 C -0.805
58 H 0.390
59 H 0.295
60 H 0.326
61 H 0.222
62 H 0.332
63 H 0.272
64 H 0.334
65 H 0.374
66 H 0.222
67 C -0.657
68 O -0.385
69 P 1.097
70 O -0.692
71 O -0.340
72 C -0.678
73 O -0.210
74 C -0.653
75 H 0.241
76 H 0.255
77 H 0.346
78 H 0.243
79 H 0.326
80 H 0.270
81 H 0.416
82 H 0.334
83 H 0.067
84 C -0.684
85 O -0.313
86 P 1.021
87 O -0.680
88 O -0.334
89 C -0.633
90 O -0.300
91 C -0.776
92 H 0.235
93 H 0.260
94 H 0.361
95 H 0.243
96 H 0.307
97 H 0.264
98 H 0.337
99 H 0.374

No. 2
The following is a DFT calculation (ωB97M-V/def2-TZVPD) of a 7-piece molecular cluster, C19H52O17S7 overall.

Output
Kohn-Sham gap = 8.72 eV
Relative energy (zero: lowest compared OMol25 entry of this formula, charge and spin) = 75.87 kcal per mole
HOMO level = -8.9 eV
LUMO level = -0.008 hartree
Total charge = 0

Last columns: bonded neighbours and bond lengths (Å).
Positions of all 95 atoms, in Å:
1 O -6.45 -2.23 1.91  S2 1.492
2 S -5.00 -2.42 1.59  O1 1.492, O3 1.491, O4 1.651, C7 1.857
3 O -4.00 -1.61 2.34  S2 1.491
4 O -4.59 -4.01 1.67  S2 1.651, C5 1.408
5 C -3.23 -4.38 1.60  O4 1.408, C6 1.487, H8 1.090, H9 1.090
6 C -3.17 -5.64 2.39  C5 1.487, H10 1.090, H11 1.090, H12 1.090
7 C -4.82 -2.12 -0.23  S2 1.857, H13 1.090, H14 1.090, H15 1.090
8 H -2.57 -3.61 1.99  C5 1.090
9 H -3.00 -4.53 0.54  C5 1.090
10 H -3.86 -6.43 2.11  C6 1.090
11 H -3.40 -5.39 3.43  C6 1.090
12 H -2.14 -5.99 2.46  C6 1.090
13 H -5.21 -1.12 -0.46  C7 1.090
14 H -5.34 -2.86 -0.84  C7 1.090
15 H -3.78 -2.02 -0.53  C7 1.090
16 O -3.48 0.94 -0.89  S17 1.456
17 S -3.22 2.01 -1.84  O16 1.456, O18 1.470, O19 1.633, C22 1.889
18 O -2.71 3.33 -1.42  S17 1.470
19 O -2.34 1.45 -3.10  S17 1.633, C20 1.456
20 C -2.76 0.19 -3.68  O19 1.456, C21 1.566, H23 1.090, H24 1.090
21 C -1.45 -0.56 -4.11  C20 1.566, H25 1.090, H26 1.090, H27 1.090
22 C -4.90 2.25 -2.67  S17 1.889, H28 1.090, H29 1.090, H30 1.090
23 H -3.34 0.37 -4.58  C20 1.090
24 H -3.46 -0.40 -3.09  C20 1.090
25 H -0.84 0.04 -4.78  C21 1.090
26 H -1.75 -1.52 -4.54  C21 1.090
27 H -0.85 -0.70 -3.20  C21 1.090
28 H -5.66 2.42 -1.90  C22 1.090
29 H -5.08 1.39 -3.31  C22 1.090
30 H -4.81 3.10 -3.34  C22 1.090
31 O 3.00 2.57 -0.98  S32 1.434
32 S 2.64 3.90 -1.39  O31 1.434, O33 1.457, O34 1.671, C37 1.920
33 O 3.25 5.02 -0.70  S32 1.457
34 O 2.97 4.04 -3.02  S32 1.671, C35 1.415
35 C 3.36 5.32 -3.49  O34 1.415, C36 1.507, H38 1.090, H39 1.090
36 C 3.40 5.19 -4.99  C35 1.507, H40 1.090, H41 1.090, H42 1.090
37 C 0.73 4.10 -1.47  S32 1.920, H43 1.090, H44 1.090, H45 1.090
38 H 4.34 5.54 -3.06  C35 1.090
39 H 2.75 6.20 -3.28  C35 1.090
40 H 3.79 6.12 -5.42  C36 1.090
41 H 2.39 5.15 -5.38  C36 1.090
42 H 3.86 4.26 -5.34  C36 1.090
43 H 0.40 3.53 -2.34  C37 1.090
44 H 0.61 5.14 -1.80  C37 1.090
45 H 0.15 3.87 -0.58  C37 1.090
46 O -2.17 -3.08 -2.37  S47 1.437
47 S -0.87 -3.68 -2.30  O46 1.437, O48 1.425, O49 1.658, C52 1.884
48 O 0.33 -2.92 -2.47  S47 1.425
49 O -0.70 -4.52 -0.88  S47 1.658, C50 1.380
50 C 0.43 -5.23 -0.56  O49 1.380, C51 1.511, H53 1.090, H54 1.090
51 C 1.45 -4.43 0.23  C50 1.511, H55 1.090, H56 1.090, H57 1.090
52 C -0.89 -5.09 -3.55  S47 1.884, H58 1.090, H59 1.090, H60 1.090
53 H 0.86 -5.71 -1.44  C50 1.090
54 H 0.17 -6.17 -0.06  C50 1.090
55 H 1.92 -3.65 -0.37  C51 1.090
56 H 2.24 -5.11 0.54  C51 1.090
57 H 1.02 -3.93 1.10  C51 1.090
58 H -1.41 -5.97 -3.16  C52 1.090
59 H 0.17 -5.30 -3.67  C52 1.090
60 H -1.38 -4.64 -4.41  C52 1.090
61 O 4.70 2.68 4.13  S62 1.472
62 S 4.51 4.04 3.59  O61 1.472, O63 1.508, O64 1.629, C67 1.905
63 O 4.66 5.23 4.50  S62 1.508
64 O 5.58 4.28 2.38  S62 1.629, C65 1.360
65 C 5.86 3.33 1.46  O64 1.360, C66 1.562, H68 1.090, H69 1.090
66 C 7.09 2.41 1.77  C65 1.562, H70 1.090, H71 1.090, H72 1.090
67 C 2.93 4.18 2.53  S62 1.905, H73 1.090, H74 1.090, H75 1.090
68 H 5.90 3.85 0.50  C65 1.090
69 H 4.98 2.71 1.31  C65 1.090
70 H 8.02 2.97 1.87  C66 1.090
71 H 7.21 1.65 1.00  C66 1.090
72 H 6.95 1.86 2.70  C66 1.090
73 H 3.00 3.44 1.74  C67 1.090
74 H 3.03 5.18 2.11  C67 1.090
75 H 2.02 4.07 3.12  C67 1.090
76 C -0.58 -0.40 5.10  S77 1.839, H80 1.090, H81 1.090, H82 1.090
77 S -1.44 -1.83 4.32  C76 1.839, O78 1.598, C79 1.830
78 O -2.47 -2.43 5.38  S77 1.598
79 C -0.02 -2.98 4.50  S77 1.830, H83 1.090, H84 1.090, H85 1.090
80 H -0.67 -0.71 6.15  C76 1.090
81 H -1.14 0.52 4.95  C76 1.090
82 H 0.49 -0.27 5.00  C76 1.090
83 H 0.52 -2.87 5.44  C79 1.090
84 H 0.72 -2.84 3.72  C79 1.090
85 H -0.47 -3.97 4.43  C79 1.090
86 C 0.59 -0.19 0.04  S87 1.844, H90 1.090, H91 1.090, H92 1.090
87 S 0.44 0.84 1.57  C86 1.844, O88 1.528, C89 1.895
88 O 0.71 2.33 1.36  S87 1.528
89 C -1.44 0.89 1.78  S87 1.895, H93 1.090, H94 1.090, H95 1.090
90 H 1.66 -0.17 -0.18  C86 1.090
91 H 0.08 0.30 -0.79  C86 1.090
92 H 0.33 -1.24 0.16  C86 1.090
93 H -1.62 1.14 2.83  C89 1.090
94 H -1.98 -0.04 1.65  C89 1.090
95 H -1.73 1.56 0.97  C89 1.090

Formally, the Mulliken partial charges of the atoms, in units of the elementary charge, are as follows:
1 O -0.646
2 S 1.013
3 O -0.471
4 O -0.384
5 C 0.671
6 C -1.536
7 C -0.860
8 H 0.028
9 H 0.091
10 H 0.346
11 H 0.389
12 H 0.380
13 H 0.406
14 H 0.458
15 H 0.098
16 O -0.377
17 S 1.060
18 O -0.592
19 O -0.275
20 C -0.167
21 C -1.004
22 C -1.027
23 H 0.324
24 H 0.315
25 H 0.430
26 H 0.300
27 H 0.040
28 H 0.360
29 H 0.304
30 H 0.371
31 O -0.532
32 S 1.162
33 O -0.640
34 O -0.300
35 C -0.080
36 C -1.296
37 C -0.973
38 H 0.284
39 H 0.313
40 H 0.371
41 H 0.315
42 H 0.326
43 H 0.312
44 H 0.449
45 H 0.306
46 O -0.493
47 S 1.226
48 O -0.626
49 O -0.199
50 C -0.436
51 C -0.916
52 C -1.210
53 H 0.302
54 H 0.424
55 H 0.291
56 H 0.439
57 H 0.079
58 H 0.319
59 H 0.424
60 H 0.397
61 O -0.606
62 S 1.187
63 O -0.636
64 O -0.309
65 C -0.061
66 C -1.209
67 C -0.577
68 H 0.367
69 H 0.125
70 H 0.325
71 H 0.357
72 H 0.295
73 H 0.001
74 H 0.307
75 H 0.418
76 C -1.382
77 S 0.908
78 O -0.705
79 C -1.073
80 H 0.501
81 H 0.363
82 H 0.363
83 H 0.411
84 H 0.272
85 H 0.340
86 C -0.643
87 S 0.402
88 O -0.600
89 C -0.563
90 H 0.469
91 H 0.065
92 H 0.220
93 H 0.242
94 H 0.139
95 H 0.205

no.,energy (eV)
1,-126570.859
2,-131193.303